A structure of composition C21H43N2P3SSeTb in a non-equilibrium geometry, computed with ωB97M-V/def2-TZVPD.

Output
- 2S+1 = 7
- energy above the lowest of the compared OMol25 structures with the same formula, charge and spin (kcal/mol) = 0.0
- net charge = +3
- <S²> = 12.68
- total energy (eV) = -151911.499

XYZ file:
```
72
Properties=species:S:1:pos:R:3:mulliken_spin:R:1
Tb 0.07339 0.76363 0.73192 6.005
P 1.64594 -1.69615 0.74322 -0.001
P 2.04043 1.51283 -1.07495 -0.008
P -1.96435 -1.24292 0.76136 -0.001
H -1.79811 3.75453 -1.19826 0.000
C -2.24113 2.86618 -0.72959 -0.008
C -1.58331 1.72238 -0.37546 0.007
H -0.90713 1.22819 -1.15225 0.018
C 1.75889 -2.82868 -0.70135 -0.001
C 3.43921 -1.40645 1.08149 0.000
C 1.22970 -2.87523 2.10272 -0.001
C 1.65614 2.92376 -2.16792 -0.003
C 3.34308 2.20454 0.03087 0.002
C 3.06547 0.51561 -2.21068 -0.001
C -3.62242 -0.69719 0.17106 -0.003
C -2.28062 -1.72175 2.50932 -0.002
C -1.94197 -2.91478 0.02471 -0.003
H -3.33445 2.91780 -0.59212 0.000
H -2.01679 1.22941 0.53052 -0.010
H 2.48070 -3.62179 -0.47441 -0.001
H 2.09136 -2.29216 -1.59706 0.000
H 0.79383 -3.28528 -0.94688 0.001
H 3.87505 -2.37014 1.37385 0.000
H 3.60139 -0.70223 1.90855 0.000
H 3.99577 -1.01051 0.22310 0.001
H 2.11776 -3.49239 2.29041 0.000
H 0.38849 -3.53662 1.86374 0.000
H 0.97206 -2.37163 3.04396 -0.001
H 2.58083 3.30364 -2.62417 0.000
H 1.18000 3.71432 -1.57811 0.000
H 0.95840 2.61602 -2.95823 0.000
H 4.00382 2.83230 -0.57813 0.000
H 3.92056 1.38814 0.47790 -0.001
H 2.90168 2.78183 0.85344 -0.001
H 3.74567 1.18741 -2.75297 -0.001
H 2.42839 -0.03890 -2.91278 0.000
H 3.65867 -0.20874 -1.64507 0.000
H -4.35709 -1.45787 0.46193 0.000
H -3.63447 -0.56844 -0.92013 0.001
H -3.89112 0.26330 0.62295 0.001
H -3.31165 -2.09297 2.55515 0.000
H -2.15372 -0.86442 3.18522 0.000
H -1.58660 -2.51144 2.82421 0.000
H -2.96697 -3.29842 0.11610 -0.001
H -1.24729 -3.56298 0.57084 0.000
H -1.64931 -2.88181 -1.03306 0.001
C -1.79918 -0.67662 -4.61387 0.000
C -2.06796 0.67140 -4.31682 0.001
C -3.12401 1.34229 -4.94498 0.000
C -3.89534 0.70534 -5.93247 0.000
C -3.60640 -0.63387 -6.23438 0.000
C -2.57077 -1.32098 -5.59914 0.000
Se -0.41642 -1.60720 -3.64524 0.000
H -1.27934 -2.77610 -3.39601 0.000
H -1.46780 1.17911 -3.56823 -0.001
H -3.35014 2.37135 -4.64672 0.000
H -4.69757 1.24490 -6.45380 0.000
H -4.19328 -1.14175 -6.99710 0.000
H -2.34188 -2.36117 -5.84644 0.000
C 0.60146 2.99348 5.73294 0.000
N 1.15520 1.75061 5.21831 -0.003
C 1.85778 0.80432 5.95452 -0.001
C 2.21752 -0.18145 5.09701 0.000
N 1.72209 0.17672 3.85489 0.000
C 1.10478 1.39791 3.91542 0.002
S 0.57352 2.45876 2.68791 -0.001
H 1.05147 3.86670 5.22649 0.000
H -0.49511 3.02548 5.58687 0.000
H 0.83153 3.03454 6.80562 0.000
H 2.05132 0.95972 7.00634 0.000
H 2.78748 -1.07725 5.25932 0.000
H 1.89289 -0.38012 3.01462 0.012
```


A structure of composition C21H43N2P3SYb in a non-equilibrium geometry, computed with ωB97M-V/def2-TZVPD.

Output
- 2S+1 = 2
- energy above the lowest of the compared OMol25 structures with the same formula, charge and spin (kcal/mol) = 73.0
- net charge = +3
- <S²> = 0.80
- total energy (eV) = -95657.672

XYZ file:
```
71
Properties=species:S:1:pos:R:3:mulliken_spin:R:1
Yb 0.09393 1.28114 -0.88692 0.587
P 1.95367 0.15314 1.36660 -0.002
P 1.50680 3.21798 1.07365 -0.003
P -0.94010 -4.27705 -1.01611 0.001
H -2.11498 1.10029 -5.02704 0.004
C -1.79981 0.31263 -4.23677 0.150
C -2.96389 -0.48012 -3.54120 0.003
H -3.79003 0.03856 -2.87680 0.001
C 3.57729 -0.52238 0.76127 0.003
C 2.66967 0.92405 2.96639 0.000
C 1.37023 -1.37745 2.20498 -0.001
C 0.17550 4.21421 0.13668 0.001
C 1.91829 4.44014 2.42456 0.000
C 2.89304 3.51939 -0.11027 -0.001
C -1.39443 -5.98800 -1.33876 0.000
C -1.60212 -3.68583 0.55574 0.000
C 0.83454 -4.04286 -1.05564 0.004
H -0.92952 -0.31622 -4.65679 -0.001
H -3.43491 -1.31717 -4.11100 0.000
H 4.24811 -0.76778 1.61008 0.000
H 4.07338 0.22029 0.10987 0.001
H 3.38237 -1.43575 0.17210 0.000
H 3.14089 0.08704 3.52455 0.000
H 1.83371 1.34757 3.55931 0.000
H 3.41667 1.70898 2.72574 0.000
H 1.96373 -1.56274 3.11714 0.000
H 1.46174 -2.23740 1.52564 -0.001
H 0.31756 -1.25230 2.49497 0.000
H 0.36838 5.28794 0.34653 0.000
H -0.82563 3.88276 0.50124 0.000
H 0.25068 4.03640 -0.96226 -0.003
H 2.99846 4.69775 2.41129 0.000
H 1.68411 3.95577 3.39517 0.000
H 1.30696 5.36311 2.33603 0.000
H 3.23321 4.56697 -0.04954 0.000
H 2.60728 3.29330 -1.15298 0.002
H 3.72575 2.84875 0.15307 0.000
H -0.55692 -6.64947 -1.09393 0.000
H -1.63089 -6.12073 -2.39873 0.000
H -2.27347 -6.27438 -0.75045 0.000
H -2.36771 -4.38394 0.91888 0.000
H -2.04359 -2.69203 0.41589 0.001
H -0.79075 -3.59234 1.27851 0.000
H 1.33036 -4.98798 -0.80556 0.000
H 1.13506 -3.23110 -0.37474 -0.004
H 1.11667 -3.74451 -2.06895 -0.001
C -0.93838 -0.29763 -2.31847 0.210
C 0.44104 -0.62880 -2.35830 -0.092
C 1.37253 0.30591 -2.82284 0.137
C 1.06758 1.63123 -3.07580 -0.076
C -0.27769 2.05400 -2.94941 0.163
C -1.27945 1.07694 -2.68962 -0.077
S -2.17690 -1.56969 -2.17882 0.011
H -1.45403 -3.34068 -2.01832 0.001
H 0.65989 -1.65840 -2.10172 -0.025
H 2.42410 -0.03485 -2.93041 0.004
H 1.82542 2.34185 -3.40569 -0.001
H -0.58014 3.06785 -3.23041 -0.005
H -2.28153 1.47464 -2.41345 0.004
C -2.48008 0.35179 4.27119 0.000
N -2.39742 0.48031 2.81355 0.000
C -3.42678 0.22158 1.90715 0.000
C -2.93413 0.52108 0.65354 0.002
N -1.62667 0.97235 0.80341 0.003
C -1.34580 0.93438 2.11025 0.000
H -2.70482 1.32904 4.72163 0.000
H -3.27297 -0.36136 4.49983 0.000
H -1.51743 -0.01324 4.65561 0.000
H -4.39460 -0.13086 2.21614 0.000
H -3.42608 0.42676 -0.30281 0.000
H -0.40498 1.28714 2.57231 0.000
```


- Which formula does entry 1 have?
  C21H43N2P3SSeTb


- The highest energy above the lowest of the compared OMol25 structures with the same formula, charge and spin belongs to which entry?
  C21H43N2P3SYb


- The highest 2S+1 belongs to which entry?
  C21H43N2P3SSeTb


- The highest energy above the lowest of the compared OMol25 structures with the same formula, charge and spin belongs to which entry?
  C21H43N2P3SYb